No. 1
Below is a structure of composition CH3Co2FNO6P, with properties calculated with ωB97M-V/def2-TZVPD.

Last column: Mulliken spin population.
CARTESIAN COORDINATES (ANGSTROEM)
1 Co -1.5383 7.6088 -4.4520  2.69
2 Co 1.1804 9.1297 -4.0432  2.69
3 P -1.1727 10.2040 -4.0085  -0.02
4 O -2.0344 9.3533 -4.9992  0.15
5 O -0.6100 8.9295 -3.1965  0.25
6 O -1.8677 10.8810 -2.8800  0.03
7 O 0.2360 10.7365 -4.4278  0.14
8 F 0.3785 7.6890 -5.2265  0.07
9 C 1.1081 7.2643 -8.3392  0.00
10 N 0.9761 5.8352 -8.0078  0.00
11 O -0.0063 5.2365 -8.3680  0.00
12 O 1.8601 5.3319 -7.3540  0.00
13 H 1.2611 7.3090 -9.4150  0.00
14 H 1.9258 7.7202 -7.7949  0.00
15 H 0.2162 7.8215 -8.0648  0.00

* energy relative to the best compared isomer or geometry (same formula, charge and spin): 99.31 kJ/mol
* HOMO energy (spin up / spin down): -0.339 / -0.342 Ha
* electronic energy: -102119.095 eV
* multiplicity: 7
* gap between HOMO and LUMO (spin up / spin down): 0.26287 / 0.26385 hartree

No. 2
Below is a cluster of 2 separate species, C9H15FN3O2 in total, with properties calculated with ωB97M-V/def2-TZVPD.

Last column: Mulliken charge in e.
CARTESIAN COORDINATES (ANGSTROEM)
1 O -2.2914 0.1445 0.3516  -0.36
2 N -0.9234 0.1550 0.2897  0.38
3 C -0.3924 -0.6150 -0.6491  -0.15
4 C 0.9901 -0.6939 -0.7673  -1.06
5 C 1.7757 0.0559 0.0879  0.00
6 C 1.1928 0.8792 1.0579  0.29
7 C 2.0422 1.6943 2.0009  -1.17
8 C 3.1166 2.5163 1.2915  -0.50
9 C 2.5689 3.8320 0.7493  -0.35
10 F 3.2092 4.1304 -0.4354  -0.31
11 C -0.1872 0.8952 1.1424  0.10
12 H -2.5711 0.8761 0.9207  0.36
13 H -1.0132 -1.2096 -1.3005  0.39
14 H 1.4251 -1.3284 -1.5184  0.46
15 H 2.8485 0.0109 -0.0002  0.50
16 H 2.4452 1.0576 2.7826  0.42
17 H 1.3753 2.3991 2.5007  0.38
18 H 3.5380 2.0010 0.4322  0.30
19 H 3.9550 2.6886 1.9571  0.37
20 H 2.7738 4.6397 1.4466  0.32
21 H 1.5037 3.7587 0.5334  0.23
22 H -0.7134 1.4817 1.8775  0.34
23 C -2.8350 -3.5411 -1.8996  0.72
24 O -1.6536 -3.2420 -2.0410  -0.63
25 N -3.7568 -2.6948 -1.3482  -0.29
26 N -3.3152 -4.7499 -2.2881  -0.43
27 H -4.7236 -2.9332 -1.2338  0.18
28 H -3.4458 -1.7903 -1.0528  0.12
29 H -2.6641 -5.3934 -2.6988  0.23
30 H -4.2739 -5.0247 -2.1888  0.16

* energy relative to the best compared isomer or geometry (same formula, charge and spin): 49.40 kJ/mol
* HOMO energy: -0.471 Ha
* electronic energy: -20852.142 eV
* total charge: +1
* gap between HOMO and LUMO: 0.31607 hartree

No. 3
Below is a structure of composition C28H29CoIN6O5S2, with properties calculated with ωB97M-V/def2-TZVPD.

Last column: Mulliken spin population.
CARTESIAN COORDINATES (ANGSTROEM)
1 Co -0.4077 0.7749 0.3185  0.96
2 C 2.4328 -2.2385 -0.9375  0.00
3 C 1.6422 -1.0006 -0.6551  0.00
4 N 0.3755 -0.9776 -0.4489  0.00
5 N -0.2549 -2.1971 -0.3492  0.00
6 C -1.6189 -2.2852 -0.4962  0.00
7 N -2.1234 -3.4303 0.0496  0.00
8 S -2.5369 -1.1731 -1.2732  0.00
9 C 2.3322 0.3028 -0.5626  0.00
10 C 3.6819 0.4705 -0.8353  0.00
11 C 4.2361 1.7334 -0.6961  0.00
12 C 3.4290 2.7838 -0.2995  0.00
13 C 2.0902 2.5271 -0.0432  0.00
14 N 1.5664 1.3187 -0.1636  0.03
15 H 1.7880 -3.0615 -1.2303  0.00
16 H 3.0197 -2.5324 -0.0634  0.00
17 H 3.1291 -2.0516 -1.7543  0.00
18 H 0.1714 -2.8174 0.3232  0.00
19 H -1.5268 -4.2304 0.1912  0.00
20 H -3.0783 -3.6276 -0.1977  0.00
21 H 4.2940 -0.3632 -1.1489  0.00
22 H 5.2874 1.8918 -0.8968  0.00
23 H 3.8227 3.7827 -0.1777  0.00
24 H 1.4138 3.3067 0.2836  0.00
25 C -2.6131 3.9677 -5.3403  0.00
26 O -2.8648 4.8163 -4.2350  0.00
27 C -2.4829 4.3772 -3.0132  0.00
28 C -2.7829 5.2593 -1.9455  0.00
29 C -2.4472 4.8935 -0.6807  -0.01
30 C -1.7972 3.6668 -0.3774  -0.01
31 C -1.4187 3.3552 0.9668  0.01
32 C -1.7562 4.2324 2.1449  0.00
33 O -0.7581 2.3461 1.2969  0.00
34 C -1.4917 2.7756 -1.4660  0.01
35 O -0.9261 1.6370 -1.3459  0.03
36 C -1.8556 3.1827 -2.7840  0.01
37 H -2.9994 4.4867 -6.2130  0.00
38 H -3.1263 3.0102 -5.2259  0.00
39 H -1.5423 3.7895 -5.4645  0.00
40 H -3.2740 6.1972 -2.1622  0.00
41 H -2.6778 5.5791 0.1213  0.00
42 H -2.5062 4.9918 1.9571  0.00
43 H -0.8403 4.7110 2.4973  0.00
44 H -2.0981 3.5587 2.9310  0.00
45 H -1.6220 2.4831 -3.5728  0.00
46 C 5.0748 -0.5276 2.8319  0.00
47 N 3.9319 -1.2599 3.3262  0.00
48 C 3.9181 -2.5882 3.7323  0.00
49 C 2.6604 -2.8745 4.1192  0.00
50 N 1.9208 -1.7239 3.9417  0.00
51 C 2.6858 -0.7163 3.4491  0.00
52 S 2.1992 0.8377 3.0757  0.00
53 H 5.9850 -0.9943 3.2027  0.00
54 H 5.0086 0.4994 3.1852  0.00
55 H 5.0883 -0.5107 1.7402  0.00
56 H 4.8063 -3.1943 3.7263  0.00
57 H 2.2333 -3.7781 4.5160  0.00
58 H 0.9324 -1.6086 4.1183  0.00
59 I -0.2051 -4.4561 7.3226  0.00
60 C -0.7405 -3.0415 5.8790  0.00
61 C -0.8911 -3.4426 4.5587  0.00
62 C -1.1877 -2.4915 3.5928  0.00
63 C -1.3575 -1.1547 3.9392  0.00
64 C -1.2536 -0.7810 5.2748  0.00
65 C -0.9269 -1.7165 6.2478  0.00
66 C -1.5845 -0.0895 2.8795  0.01
67 O -2.2562 0.8850 3.1660  0.01
68 O -1.0221 -0.3891 1.7579  -0.04
69 H -0.7676 -4.4834 4.2889  0.00
70 H -1.2889 -2.7698 2.5524  0.00
71 H -1.4043 0.2600 5.5286  0.00
72 H -0.8117 -1.4154 7.2801  0.00

* energy relative to the best compared isomer or geometry (same formula, charge and spin): 89.25 kJ/mol
* HOMO energy (spin up / spin down): -0.269 / -0.266 Ha
* electronic energy: -116084.411 eV
* multiplicity: 2
* gap between HOMO and LUMO (spin up / spin down): 0.24969 / 0.24795 hartree

No. 4
Below is a structure of composition F3N, with properties calculated with ωB97M-V/def2-TZVPD.

Last column: Mulliken charge in e.
CARTESIAN COORDINATES (ANGSTROEM)
1 N -0.0825 -0.3510 0.3687  0.43
2 F -0.9090 -0.2357 -0.7630  -0.10
3 F -0.0054 1.3576 0.5865  -0.31
4 F 0.9969 -0.7710 -0.1922  -0.01

* energy relative to the best compared isomer or geometry (same formula, charge and spin): 0.00 kJ/mol
* HOMO energy: -0.487 Ha
* electronic energy: -9636.239 eV
* gap between HOMO and LUMO: 0.42558 hartree

Max |F| readings, ordered: 4.4; 1.1; 0.3; 4.6 eV/A